Entry from the OMol25 dataset: a structure of composition C24H31BN6O2SSeV (ωB97M-V with the def2-TZVPD basis set).

Computed properties:
2S+1: 2
E_LUMO (spin up / spin down): 0.01 / -0.04 eV
DFT total energy: -140972.12901 eV
ΔE to the lowest compared entry with this formula, charge and spin: 103.2 kJ/mol
largest force on an atom: 0.387 eV/Å
HOMO-LUMO gap (spin up / spin down): 6.24 / 6.12 eV

Structure (XYZ):
```
67
Properties=species:S:1:pos:R:3:mulliken_spin:R:1
V -0.307 0.119 -0.128 0.878
S 1.818 -0.330 -0.574 -0.038
C 1.438 -0.851 -2.271 -0.007
N 2.459 -0.891 -3.051 0.056
N 2.183 -1.154 -4.387 0.009
C 1.368 -0.378 -5.201 0.003
C 1.206 -0.768 -6.535 0.000
C 0.423 -0.025 -7.400 0.000
C -0.228 1.121 -6.962 0.000
C -0.063 1.514 -5.641 0.001
C 0.726 0.785 -4.765 -0.001
N 0.159 -1.154 -2.610 0.064
N -0.697 -0.852 -1.639 0.036
C -2.049 -1.236 -1.921 -0.022
C -2.430 -1.709 -3.167 0.011
C -3.762 -2.039 -3.381 -0.004
C -4.701 -1.904 -2.371 0.007
C -4.308 -1.438 -1.121 -0.007
C -2.983 -1.112 -0.896 0.035
H 2.989 -1.548 -4.839 0.001
H 1.690 -1.675 -6.882 0.000
H 0.314 -0.355 -8.427 0.000
H -0.850 1.696 -7.636 0.000
H -0.555 2.410 -5.280 0.000
H 0.847 1.116 -3.744 0.001
H -1.686 -1.794 -3.946 0.002
H -4.067 -2.405 -4.354 0.000
H -5.736 -2.167 -2.550 0.001
H -5.030 -1.344 -0.321 0.000
H -2.677 -0.797 0.101 0.000
C 2.010 3.210 -0.048 0.004
N 1.599 2.725 1.266 0.007
C 2.436 2.530 2.341 0.005
C 1.675 2.076 3.360 -0.001
N 0.384 1.998 2.896 0.005
C -0.766 1.535 3.665 0.001
C 0.343 2.388 1.611 -0.012
Se -1.177 2.439 0.492 0.008
H 3.032 3.570 0.036 0.000
H 1.353 4.020 -0.352 -0.001
H 1.961 2.397 -0.768 -0.001
H 3.492 2.723 2.278 0.000
H 1.937 1.790 4.363 0.000
H -0.453 1.434 4.701 0.000
H -1.087 0.568 3.288 0.001
H -1.569 2.263 3.587 0.000
C 0.693 -2.171 4.741 0.001
C 0.770 -2.355 3.238 -0.009
C 2.191 -2.698 2.814 0.000
O 0.434 -1.099 2.596 0.005
B -0.192 -1.403 1.380 -0.035
O -0.556 -2.729 1.348 -0.003
C -0.295 -3.318 2.643 0.004
C -1.610 -3.303 3.410 -0.001
C 0.186 -4.742 2.441 0.000
H 1.476 -1.484 5.068 0.000
H 0.850 -3.122 5.256 0.000
H -0.273 -1.771 5.047 0.000
H 2.849 -1.877 3.104 0.000
H 2.261 -2.814 1.732 0.000
H 2.547 -3.611 3.292 0.000
H -1.960 -2.281 3.570 0.000
H -1.518 -3.797 4.379 0.000
H -2.362 -3.831 2.822 0.000
H 1.013 -4.778 1.735 0.000
H -0.627 -5.352 2.046 0.000
H 0.510 -5.180 3.388 0.000
```